107
Properties=species:S:1:pos:R:3 method="wB97M-V/def2-TZVPD" gap_ha="0.25225 / 0.18881" energy_ev=-164277.398 spin_multiplicity=2 total_charge=+2 max_force_ev_per_a=0.62 lumo_ev="-5.6332 / -7.3592" e_above_lowest_kcal_mol=0.0 s2=0.760
Ir 1.29 1.56 -0.61
I 1.41 1.21 2.03
C 3.46 1.81 1.97
I 3.89 2.40 -0.02
H 4.08 0.96 2.23
H 3.60 2.65 2.64
C 0.06 8.28 0.69
O 0.28 8.10 -0.71
C 0.52 6.87 -1.17
C 0.71 6.79 -2.57
C 0.96 5.58 -3.13
C 1.04 4.38 -2.36
C 1.27 3.17 -3.06
C 1.35 3.13 -4.56
O 1.44 2.01 -2.55
C 0.83 4.48 -0.95
O 0.85 3.48 -0.11
C 0.58 5.74 -0.38
H -0.11 9.34 0.83
H 0.94 7.97 1.26
H -0.82 7.72 1.02
H 0.65 7.69 -3.16
H 1.09 5.53 -4.20
H 0.43 3.52 -4.99
H 1.48 2.10 -4.87
H 2.18 3.73 -4.92
H 0.42 5.77 0.68
C -4.67 3.38 4.41
C -4.26 2.14 3.67
C -2.94 1.69 3.71
C -2.55 0.56 3.02
C -3.48 -0.13 2.27
C -4.81 0.28 2.23
C -5.18 1.42 2.93
S -2.97 -1.50 1.29
O -1.77 -2.04 1.89
O -4.11 -2.32 1.03
N -2.45 -0.89 -0.14
C -3.35 -0.04 -0.93
C -3.00 1.45 -0.79
C -1.58 1.74 -1.23
O -1.31 2.34 -2.24
O -0.68 1.16 -0.44
H -4.20 3.43 5.39
H -5.75 3.43 4.54
H -4.36 4.28 3.86
H -2.22 2.23 4.32
H -1.53 0.19 3.08
H -5.54 -0.30 1.67
H -6.22 1.73 2.90
H -1.56 -0.41 0.01
H -4.37 -0.21 -0.60
H -3.29 -0.34 -1.97
H -3.13 1.77 0.25
H -3.66 2.03 -1.42
C 1.03 -1.92 -0.07
C 1.31 -3.34 -0.54
As 0.66 -4.69 0.71
C 1.18 -4.33 2.50
C 0.21 -4.01 3.46
C 0.63 -3.75 4.76
C 1.97 -3.81 5.09
C 2.93 -4.14 4.14
C 2.53 -4.40 2.83
C -1.18 -5.00 0.51
C -1.80 -5.84 1.44
C -3.16 -6.08 1.32
C -3.88 -5.49 0.29
C -3.25 -4.68 -0.65
C -1.89 -4.44 -0.55
P 1.77 -0.64 -1.16
C 3.55 -0.96 -1.10
C 4.15 -1.39 0.08
C 5.54 -1.47 0.17
C 6.33 -1.11 -0.91
C 5.73 -0.67 -2.09
C 4.35 -0.59 -2.18
C 1.22 -1.13 -2.82
C 0.06 -0.55 -3.34
C -0.44 -0.98 -4.56
C 0.22 -1.97 -5.27
C 1.38 -2.55 -4.76
C 1.88 -2.13 -3.54
H 1.37 -1.75 0.95
H -0.05 -1.74 -0.05
H 2.38 -3.53 -0.67
H 0.82 -3.57 -1.49
H -0.83 -3.95 3.20
H -0.11 -3.51 5.51
H 2.28 -3.62 6.11
H 3.97 -4.20 4.41
H 3.27 -4.68 2.09
H -1.24 -6.29 2.24
H -3.66 -6.72 2.04
H -4.94 -5.68 0.20
H -3.82 -4.22 -1.44
H -1.41 -3.79 -1.27
H 3.55 -1.68 0.94
H 6.00 -1.82 1.09
H 7.40 -1.17 -0.84
H 6.34 -0.39 -2.93
H 3.89 -0.24 -3.09
H -0.43 0.25 -2.81
H -1.33 -0.52 -4.96
H -0.17 -2.29 -6.23
H 1.89 -3.31 -5.32
H 2.79 -2.58 -3.16

***

31
Properties=species:S:1:pos:R:3 method="wB97M-V/def2-TZVPD" gap_ha=0.22019 energy_ev=-29680.315 spin_multiplicity=1 total_charge=-1 max_force_ev_per_a=4.73 lumo_ev=2.3872 e_above_lowest_kcal_mol=53.4
Cl -3.47 -3.27 -1.97
N 0.71 1.25 -3.61
C 0.62 1.87 -4.75
C 1.18 3.12 -4.69
C 1.47 3.28 -3.36
C 1.20 2.10 -2.71
H 0.35 0.34 -3.35
H 0.31 1.31 -5.62
H 1.47 3.81 -5.47
H 1.96 4.17 -2.98
H 1.38 1.76 -1.70
N -3.65 0.78 1.91
C -4.93 1.21 1.71
C -5.60 1.15 2.93
C -4.68 0.70 3.86
C -3.48 0.52 3.24
H -2.97 0.77 1.16
H -5.15 1.62 0.73
H -6.58 1.53 3.15
H -4.97 0.59 4.90
H -2.50 0.26 3.62
N 4.65 -2.31 0.96
C 3.84 -2.96 0.16
C 2.82 -3.53 0.95
C 3.06 -3.14 2.24
C 4.24 -2.42 2.26
H 5.53 -1.91 0.68
H 4.00 -3.12 -0.90
H 1.94 -4.08 0.64
H 2.35 -3.38 3.01
H 4.91 -2.02 3.01